Molecular formula: C5H11NOS
Method: DFT, wB97M-V/def2-TZVPD

Values from the calculation:
maximum force	0.021	Eh/bohr
energy above the lowest of the compared OMol25 structures with the same formula, charge and spin	19.1	kcal per mole
SMILES	C[C@@H](CCS)NC=O
gap between HOMO and LUMO	10.037	eV
HOMO level	-9.3	eV

XYZ file:
```
19
Properties=species:S:1:pos:R:3:forces:R:3
C -0.3753 0.4973 2.0649 0.972 0.413 0.115
C 0.2677 0.7239 0.6923 -0.679 0.643 -0.346
C 0.0639 -0.4427 -0.2892 0.679 0.268 -0.083
C 0.6687 -1.7550 0.1829 0.078 0.318 0.615
S -0.0450 -3.2545 -0.4647 -0.277 -0.629 -0.272
N -0.3702 1.9210 0.1206 -0.140 0.074 0.274
C 0.1964 2.7586 -0.7680 0.012 -0.002 -0.428
O -0.3980 3.6524 -1.3337 0.166 0.090 0.119
H -0.2082 -0.4888 2.4898 -0.389 -0.251 -0.365
H 0.0965 1.1351 2.8152 -0.260 0.393 -0.164
H -1.4246 0.7599 1.9596 -0.174 -0.363 0.388
H 1.3104 1.0431 0.7383 0.236 -0.658 0.327
H -0.9927 -0.5486 -0.5112 -0.254 -0.081 0.135
H 0.5453 -0.1250 -1.2222 -0.139 -0.207 -0.036
H 0.4734 -1.8972 1.2483 -0.099 0.078 0.000
H 1.7531 -1.7452 0.1311 0.173 -0.037 -0.342
H 0.1579 -3.1220 -1.7829 0.146 0.226 0.022
H -1.3210 2.1709 0.3553 -0.045 -0.282 -0.004
H 1.2626 2.5403 -0.9655 -0.006 0.007 0.046
```
Positions in Å, forces in eV/Å.

Here are the Mulliken charges for atoms 1 to 5, given in e: number 1, C, carries -1.339; number 2, C, carries 0.145; number 3, C, carries -0.567; number 4, C, carries -0.561; number 5, S, carries -0.246